ORCA calculation (wB97M-V/def2-TZVPD) on a molecular structure, C24H31BN13OSTi.

Calculated values
Energy above the lowest of the compared OMol25 structures with the same formula, charge and spin, eV: 1.1556
HOMO-LUMO gap (spin up / spin down), eV: 7.982 / 6.352
<S²>: 0.756

```
! RIJCOSX wB97M-V def2-TZVPD def2/J DEFGRID3
* xyz 0 2
Ti -0.425 -1.021 -0.400
C 1.231 -0.823 3.804
C 0.351 -1.322 2.839
N 0.584 -0.754 1.660
N 1.616 0.095 1.834
C 2.011 0.084 3.122
B 2.295 0.824 0.653
N 2.768 -0.230 -0.402
C 3.878 -0.229 -1.164
C 3.701 -1.119 -2.201
C 2.412 -1.619 -2.002
N 1.854 -1.074 -0.928
N 1.304 1.710 -0.125
C 1.495 2.935 -0.658
C 0.632 3.088 -1.717
C -0.068 1.878 -1.773
N 0.333 1.061 -0.815
N 3.494 1.583 1.202
C 4.695 1.075 1.578
C 5.343 2.025 2.325
C 4.440 3.106 2.361
N 3.329 2.831 1.703
H 1.286 -1.079 4.848
H -0.447 -2.042 2.931
H 2.817 0.712 3.463
H 4.709 0.414 -0.933
H 4.397 -1.362 -2.984
H 1.851 -2.317 -2.604
H 2.224 3.600 -0.233
H 0.514 3.952 -2.347
H -0.842 1.564 -2.451
H 4.990 0.073 1.315
H 6.320 1.955 2.769
H 4.554 4.065 2.839
N -4.742 -2.050 0.203
C -3.722 -2.009 1.069
S -2.400 -3.034 0.946
N -3.922 -1.047 2.026
N -3.023 -0.954 2.947
C -2.320 0.060 3.261
C -2.182 1.256 2.440
C -2.194 2.486 3.105
C -2.278 3.674 2.408
C -2.371 3.618 1.018
C -2.308 2.415 0.347
C -2.129 1.194 1.026
O -1.937 0.075 0.376
H -4.642 -2.603 -0.629
H -5.450 -1.335 0.254
H -1.834 0.019 4.230
H -2.176 2.492 4.190
H -2.300 4.619 2.932
H -2.482 4.534 0.449
H -2.378 2.387 -0.731
C -3.067 -2.201 -2.934
C -1.621 -1.753 -3.171
C -1.605 -0.519 -4.074
C -0.835 -2.887 -3.835
N -1.029 -1.422 -1.901
H -3.557 -2.452 -3.878
H -3.618 -1.393 -2.450
H -3.074 -3.078 -2.283
H -2.011 -0.757 -5.060
H -0.585 -0.151 -4.195
H -2.214 0.275 -3.635
H -1.304 -3.190 -4.774
H -0.795 -3.756 -3.175
H 0.183 -2.563 -4.057
N 0.436 -3.163 -0.008
H 0.858 -3.422 -0.892
H -0.194 -3.908 0.264
H 1.177 -3.095 0.681
*
```

ORCA calculation (wB97M-V/def2-TZVPD) on a molecular structure, C24H31BO3S2.

Calculated values
Energy above the lowest of the compared OMol25 structures with the same formula, charge and spin, eV: 0.0000
HOMO-LUMO gap, eV: 3.296

```
! RIJCOSX wB97M-V def2-TZVPD def2/J DEFGRID3
* xyz 0 1
C -1.944 0.349 -2.870
O -1.398 1.445 -2.138
C -0.118 1.261 -1.646
C -0.137 1.314 -0.167
C 1.014 1.736 0.501
C 1.066 1.720 1.896
C -0.061 1.334 2.629
C -1.215 0.909 1.955
C -1.245 0.861 0.564
H -2.952 0.683 -3.127
H -1.355 0.117 -3.779
H -1.969 -0.558 -2.245
H 0.243 0.249 -1.927
H 1.839 2.109 -0.101
H 1.982 2.054 2.401
H -0.060 1.419 3.720
H -2.111 0.634 2.519
H -2.137 0.523 0.023
C -3.362 8.330 -4.293
C -2.573 7.359 -3.520
C -1.467 7.649 -2.743
C -0.978 6.541 -2.012
C -1.901 5.502 -2.044
B -0.754 3.693 -2.522
C -1.755 4.192 -1.350
C -1.376 4.371 0.053
C -2.355 4.083 0.973
C -3.499 3.479 0.447
C -4.657 2.988 1.223
S -3.400 3.383 -1.249
O -1.143 3.372 -3.801
C 0.039 3.530 -4.620
C 0.129 2.256 -5.439
C -0.205 4.719 -5.537
C 1.195 3.771 -3.538
C 1.723 2.451 -3.001
C 2.248 4.797 -3.904
O 0.487 4.313 -2.405
S -2.988 5.710 -3.367
H -2.890 9.314 -4.282
H -3.458 8.004 -5.329
H -4.364 8.430 -3.867
H -1.044 8.643 -2.686
H -0.047 6.536 -1.446
H -0.428 4.841 0.299
H -2.278 4.237 2.047
H -4.520 3.192 2.287
H -5.561 3.500 0.878
H -4.806 1.909 1.095
H 0.994 2.275 -6.117
H 0.179 1.374 -4.792
H -0.788 2.162 -6.037
H 0.599 4.800 -6.281
H -1.152 4.571 -6.073
H -0.269 5.655 -4.968
H 2.027 1.748 -3.784
H 2.548 2.675 -2.314
H 0.811 1.953 -2.275
H 2.746 4.537 -4.844
H 1.806 5.799 -3.992
H 3.009 4.836 -3.117
*
```

ORCA calculation (wB97M-V/def2-TZVPD) on a molecular structure, C24H31ClF3NO4PPdSi2.

Calculated values
Energy above the lowest of the compared OMol25 structures with the same formula, charge and spin, eV: 0.0000
HOMO-LUMO gap (spin up / spin down), eV: 4.367 / 7.665
<S²>: 2.016

```
! RIJCOSX wB97M-V def2-TZVPD def2/J DEFGRID3
* xyz -1 3
Pd -0.739 -0.606 -0.413
C 3.291 2.213 -0.013
Si 1.759 2.420 -1.071
C 2.268 1.486 -2.663
C 0.825 3.945 -1.683
C 1.350 5.174 -2.067
C 0.511 6.236 -2.373
C -0.866 6.082 -2.298
C -1.406 4.859 -1.931
C -0.575 3.784 -1.632
Si -1.055 2.074 -1.024
C -1.546 1.014 -2.552
C -2.378 1.581 0.229
H 4.109 2.816 -0.420
H 3.607 1.168 -0.024
H 3.108 2.529 1.010
H 3.149 1.923 -3.143
H 1.463 1.470 -3.401
H 2.510 0.447 -2.412
H 2.425 5.312 -2.115
H 0.932 7.196 -2.648
H -1.516 6.923 -2.507
H -2.483 4.754 -1.856
H -2.616 1.098 -2.756
H -1.330 -0.065 -2.360
H -0.999 1.288 -3.455
H -3.236 2.259 0.180
H -1.992 1.608 1.248
H -2.756 0.568 0.019
F -1.258 -0.872 6.640
C -0.089 -0.753 5.967
F 0.541 0.340 6.469
F 0.682 -1.809 6.426
C -0.255 -0.733 4.516
C 0.809 -0.323 3.659
C 0.633 -0.356 2.312
N -0.521 -0.803 1.720
C -1.558 -1.168 2.544
C -1.465 -1.149 3.902
H 1.745 0.021 4.077
H 1.411 -0.017 1.639
H -2.470 -1.484 2.051
H -2.309 -1.445 4.509
O -0.576 3.084 2.633
Cl -0.300 3.740 1.353
O 1.182 3.741 1.152
O -0.744 5.135 1.407
O 0.443 1.493 -0.592
C 1.693 -2.780 -0.053
P 0.130 -2.656 -1.003
C 0.791 -2.673 -2.721
C -0.564 -4.322 -0.795
C 0.107 -5.469 -1.221
C -0.431 -6.723 -0.990
C -1.646 -6.852 -0.329
C -2.316 -5.718 0.106
C -1.779 -4.462 -0.130
H 2.288 -3.639 -0.370
H 1.450 -2.870 1.005
H 2.257 -1.858 -0.198
H 1.596 -3.400 -2.841
H 1.168 -1.675 -2.945
H -0.016 -2.904 -3.416
H 1.056 -5.375 -1.735
H 0.107 -7.605 -1.315
H -2.066 -7.833 -0.149
H -3.252 -5.818 0.641
H -2.289 -3.565 0.205
*
```

ORCA calculation (wB97M-V/def2-TZVPD) on 5 unconnected molecules or ions with the total composition C24H31F13NO9.

Calculated values
Energy above the lowest of the compared OMol25 structures with the same formula, charge and spin, eV: 0.0000
HOMO-LUMO gap, eV: 8.535

```
! RIJCOSX wB97M-V def2-TZVPD def2/J DEFGRID3
* xyz 1 1
C 6.187 0.097 0.092
C 6.375 1.565 -0.229
O 5.695 2.403 0.731
C 4.614 3.090 0.257
N 3.435 2.159 0.074
C 2.989 1.499 1.171
C 1.956 0.614 1.081
C 1.364 0.388 -0.168
C 1.816 1.066 -1.288
C 2.854 1.946 -1.118
F 3.350 2.636 -2.128
H 5.129 -0.165 0.174
H 6.667 -0.144 1.039
H 6.616 -0.517 -0.698
H 6.044 1.808 -1.242
H 7.431 1.826 -0.153
H 4.792 3.590 -0.692
H 4.311 3.815 1.011
H 3.517 1.714 2.090
H 1.616 0.096 1.967
H 0.549 -0.317 -0.263
H 1.391 0.917 -2.273
C -1.513 -1.284 -7.213
C -2.252 -1.012 -5.924
O -1.617 -1.687 -4.803
C -0.569 -1.101 -4.281
O -0.052 -0.065 -4.587
C -0.061 -1.915 -3.071
F 0.021 -3.214 -3.304
F -0.880 -1.712 -2.023
F 1.149 -1.457 -2.719
H -1.437 -2.356 -7.391
H -2.055 -0.833 -8.043
H -0.508 -0.864 -7.191
H -3.258 -1.421 -5.946
H -2.313 0.052 -5.701
C 6.414 1.929 4.166
C 5.373 2.453 5.131
O 4.937 1.428 6.044
C 5.740 1.201 7.080
O 6.764 1.756 7.328
C 5.126 0.103 7.978
F 4.696 -0.927 7.241
F 4.083 0.608 8.645
F 6.023 -0.335 8.845
H 6.042 1.045 3.643
H 6.658 2.693 3.429
H 7.327 1.651 4.691
H 4.463 2.753 4.612
H 5.741 3.310 5.693
C -3.095 -1.565 0.675
C -2.897 -3.054 0.848
O -3.918 -3.614 1.698
C -5.089 -3.835 1.119
O -5.383 -3.625 -0.020
C -6.066 -4.460 2.140
F -6.027 -3.805 3.303
F -5.724 -5.734 2.359
F -7.304 -4.422 1.669
H -3.124 -1.063 1.643
H -2.285 -1.138 0.082
H -4.031 -1.353 0.160
H -1.961 -3.282 1.354
H -2.904 -3.572 -0.110
C -8.184 0.504 -0.721
C -7.590 -0.081 -1.980
O -6.859 0.921 -2.733
C -5.637 1.183 -2.321
O -5.049 0.689 -1.404
C -4.983 2.228 -3.254
F -5.800 3.247 -3.504
F -4.662 1.642 -4.419
F -3.866 2.698 -2.705
H -8.818 1.359 -0.958
H -8.791 -0.249 -0.220
H -7.406 0.832 -0.033
H -8.364 -0.419 -2.665
H -6.925 -0.917 -1.767
*
```

ORCA calculation (wB97M-V/def2-TZVPD) on 7 unconnected molecules or ions with the total composition C24H31F6N5O4.

Calculated values
HOMO-LUMO gap, eV: 8.668
SMILES: CCOC(=O)C(F)(F)F.CCOC(=O)C(F)(F)F.c1cc[nH]c1.c1cc[nH]c1.c1cc[nH]c1.CC#N.CC#N

```
! RIJCOSX wB97M-V def2-TZVPD def2/J DEFGRID3
* xyz 0 1
C -0.224 3.388 2.261
C 0.461 2.326 1.464
O 1.137 2.856 0.291
C 0.416 3.010 -0.775
O -0.730 2.761 -0.999
C 1.380 3.466 -1.873
F 2.537 2.749 -1.733
F 0.899 3.168 -3.120
F 1.672 4.759 -1.779
H -1.008 3.816 1.641
H 0.488 4.177 2.540
H -0.660 2.951 3.165
H -0.287 1.663 1.069
H 1.274 1.855 1.990
C 2.924 -2.813 -2.910
C 2.144 -2.628 -1.621
O 2.583 -3.609 -0.603
C 1.912 -3.545 0.512
O 1.067 -2.807 0.837
C 2.373 -4.760 1.364
F 1.582 -4.943 2.397
F 2.334 -5.917 0.696
F 3.619 -4.511 1.808
H 3.991 -2.529 -2.939
H 2.427 -2.188 -3.649
H 2.830 -3.879 -3.260
H 1.111 -2.854 -1.854
H 2.038 -1.642 -1.185
C 4.774 -0.068 2.137
C 5.308 1.157 1.664
C 4.318 1.710 0.876
N 3.222 0.881 0.918
C 3.541 -0.209 1.604
H 5.134 -0.698 2.887
H 6.208 1.597 1.903
H 4.259 2.603 0.268
H 2.511 0.885 0.196
H 2.925 -1.098 1.720
C -1.665 -0.422 -5.404
C -1.109 -0.964 -4.215
C -1.699 -2.196 -4.076
N -2.602 -2.426 -5.047
C -2.652 -1.390 -5.904
H -1.399 0.538 -5.804
H -0.388 -0.461 -3.568
H -1.629 -2.900 -3.239
H -2.998 -3.329 -5.252
H -3.180 -1.438 -6.846
C -5.884 1.448 1.337
C -6.351 2.752 1.585
C -5.552 3.358 2.517
N -4.654 2.400 2.906
C -4.825 1.253 2.233
H -6.272 0.843 0.563
H -7.231 3.232 1.091
H -5.619 4.350 2.901
H -4.186 2.372 3.834
H -4.335 0.325 2.415
C 0.382 -1.654 4.272
C -0.600 -0.711 3.734
N -1.431 -0.077 3.244
H 0.678 -2.339 3.468
H -0.180 -2.190 5.039
H 1.248 -1.209 4.736
C -1.879 -0.083 -0.646
C -0.456 -0.083 -0.991
N 0.653 0.029 -1.189
H -2.198 0.952 -0.516
H -2.023 -0.522 0.361
H -2.455 -0.539 -1.449
*
```

ORCA calculation (wB97M-V/def2-TZVPD) on C24H31N3O2 in the gas phase.

Calculated values
Energy above the lowest of the compared OMol25 structures with the same formula, charge and spin, eV: 0.5951
HOMO-LUMO gap, eV: 9.468
SMILES: CCCCN(Cc1ccccc1)C(=O)[C@H]1CCC(=O)N(CCc2ccccn2)C1

```
! RIJCOSX wB97M-V def2-TZVPD def2/J DEFGRID3
* xyz 0 1
C -5.128 -3.494 -1.030
C -3.700 -3.783 -0.581
C -3.171 -2.761 0.425
C -2.981 -1.371 -0.195
N -2.421 -0.428 0.750
C -3.397 0.294 1.558
C -4.161 1.277 0.712
C -5.518 1.118 0.467
C -6.194 2.015 -0.342
C -5.517 3.074 -0.921
C -4.161 3.237 -0.684
C -3.488 2.344 0.127
C -1.110 -0.169 0.939
O -0.728 0.638 1.769
C -0.118 -0.892 0.024
C -0.024 -0.121 -1.310
C 1.239 0.736 -1.349
C 2.446 -0.174 -1.241
O 3.372 -0.165 -2.028
N 2.342 -1.050 -0.214
C 3.424 -1.957 0.082
C 4.340 -1.428 1.202
C 5.014 -0.174 0.731
C 4.420 1.075 0.887
C 5.045 2.182 0.342
C 6.244 2.009 -0.330
C 6.765 0.727 -0.410
N 6.171 -0.333 0.104
C 1.253 -0.926 0.723
H -5.186 -2.563 -1.588
H -5.791 -3.424 -0.170
H -5.487 -4.294 -1.673
H -3.043 -3.807 -1.453
H -3.670 -4.771 -0.117
H -3.862 -2.692 1.266
H -2.212 -3.107 0.818
H -2.350 -1.443 -1.081
H -3.947 -0.971 -0.512
H -2.835 0.818 2.335
H -4.077 -0.423 2.027
H -6.051 0.292 0.918
H -7.251 1.884 -0.523
H -6.044 3.772 -1.553
H -3.631 4.064 -1.132
H -2.432 2.469 0.321
H -0.448 -1.915 -0.157
H -0.902 0.515 -1.444
H 0.010 -0.826 -2.144
H 1.235 1.445 -0.519
H 1.304 1.293 -2.284
H 4.012 -2.064 -0.832
H 3.008 -2.928 0.366
H 5.097 -2.183 1.412
H 3.753 -1.238 2.102
H 3.489 1.176 1.426
H 4.602 3.164 0.436
H 6.759 2.843 -0.779
H 7.705 0.535 -0.912
H 1.292 -1.772 1.412
H 1.343 -0.008 1.318
*
```

ORCA calculation (wB97M-V/def2-TZVPD) on C24H31N3O5S in the gas phase.

Calculated values
Energy above the lowest of the compared OMol25 structures with the same formula, charge and spin, eV: 2.1006
HOMO-LUMO gap, eV: 8.612
SMILES: COc1ccc(NS(=O)(=O)c2cc(NC(=O)CC3CCCC3)ccc2N2CCOCC2)cc1

```
! RIJCOSX wB97M-V def2-TZVPD def2/J DEFGRID3
* xyz 0 1
C -3.335 -5.150 -0.262
O -4.300 -4.128 -0.278
C -3.999 -2.940 0.323
C -2.793 -2.640 0.945
C -2.589 -1.393 1.511
C -3.578 -0.420 1.458
N -3.360 0.842 2.004
S -1.837 1.491 2.208
O -2.051 2.907 2.325
O -1.193 0.836 3.308
C -0.912 1.060 0.728
C 0.355 0.583 0.993
C 1.165 0.079 -0.020
N 2.437 -0.380 0.316
C 3.404 -0.899 -0.499
O 3.272 -1.066 -1.691
C 4.683 -1.219 0.248
C 5.471 0.065 0.548
C 6.750 -0.234 1.353
C 7.816 0.680 0.753
C 7.471 0.665 -0.732
C 5.945 0.770 -0.741
C 0.647 0.042 -1.313
C -0.615 0.534 -1.571
C -1.430 1.079 -0.570
N -2.711 1.569 -0.832
C -2.928 2.991 -0.584
C -4.427 3.286 -0.596
O -5.024 2.896 -1.810
C -4.812 1.525 -2.047
C -3.321 1.184 -2.095
C -4.798 -0.732 0.861
C -5.005 -1.974 0.302
H -2.420 -4.850 -0.784
H -3.087 -5.453 0.761
H -3.788 -5.991 -0.785
H -2.000 -3.368 1.003
H -1.662 -1.176 2.015
H -4.059 1.537 1.801
H 0.684 0.588 2.021
H 2.664 -0.291 1.297
H 4.454 -1.739 1.180
H 5.288 -1.872 -0.382
H 4.829 0.743 1.120
H 6.611 -0.068 2.421
H 7.042 -1.275 1.208
H 8.826 0.331 0.958
H 7.711 1.691 1.149
H 7.787 -0.282 -1.173
H 7.945 1.474 -1.285
H 5.647 1.818 -0.724
H 5.509 0.314 -1.629
H 1.246 -0.363 -2.112
H -0.969 0.504 -2.589
H -2.503 3.275 0.377
H -2.449 3.586 -1.379
H -4.601 4.359 -0.498
H -4.916 2.765 0.242
H -5.281 1.306 -3.008
H -5.292 0.925 -1.262
H -3.207 0.107 -2.232
H -2.869 1.719 -2.945
H -5.592 0.000 0.855
H -5.947 -2.222 -0.162
*
```

| no. | strongest force on any atom (hartree/bohr) |
| --- | --- |
| 1 | 0.017 |
| 2 | 0.059 |
| 3 | 0.022 |
| 4 | 0.011 |
| 5 | 0.077 |
| 6 | 0.010 |
| 7 | 0.020 |